Entry 1:
The following is a quantum chemistry calculation of a structure of composition C51H42F2N12O11Rb, from the Open Molecules 2025 dataset.

XYZ file:
```
119
Properties=species:S:1:pos:R:3
Rb -0.404 0.150 -1.459
N 0.655 -1.386 -5.662
C 0.194 -0.745 -4.570
N 0.804 0.222 -3.973
C 2.072 0.592 -4.406
N 2.778 1.478 -3.806
N 2.336 1.898 -2.582
C 2.165 3.133 -2.386
C 1.808 3.612 -1.027
C 2.080 4.930 -0.675
C 1.729 5.376 0.587
C 1.095 4.500 1.452
C 0.860 3.203 1.014
N 1.217 2.758 -0.185
C 2.620 -0.045 -5.619
C 3.849 0.309 -6.172
C 4.303 -0.297 -7.327
C 3.520 -1.267 -7.955
C 2.304 -1.635 -7.420
C 1.860 -1.030 -6.243
H 0.082 -2.096 -6.083
H -0.772 -1.076 -4.203
H 2.243 3.871 -3.185
H 2.567 5.585 -1.387
H 1.942 6.395 0.888
H 0.776 4.806 2.439
H 0.343 2.496 1.656
H 4.431 1.069 -5.671
H 5.260 -0.017 -7.748
H 3.864 -1.736 -8.868
H 1.686 -2.382 -7.902
F -3.318 -2.030 4.175
C -2.085 -2.415 3.767
C -1.740 -2.326 2.454
C -0.505 -2.818 2.041
C -0.141 -2.667 0.616
O -0.854 -1.964 -0.094
C 1.025 -3.395 0.185
C 1.773 -4.009 1.129
N 1.546 -3.956 2.485
C 2.471 -4.555 3.402
C 3.936 -4.398 3.153
C 3.289 -3.657 4.287
C 0.368 -3.407 2.957
C 0.041 -3.373 4.321
C -1.180 -2.865 4.726
N -1.465 -2.723 6.117
C -1.982 -3.852 6.844
C -1.630 -3.669 8.313
N -2.172 -2.346 8.792
C -1.685 -1.191 7.932
C -2.120 -1.495 6.524
C 1.493 -3.478 -1.290
O 2.110 -4.520 -1.574
O 1.234 -2.477 -1.986
H -2.393 -1.866 1.726
H 2.636 -4.581 0.814
H 2.139 -5.499 3.825
H 4.248 -3.824 2.292
H 4.565 -5.246 3.382
H 3.139 -2.592 4.166
H 3.483 -3.978 5.302
H 0.746 -3.703 5.072
H -1.535 -4.780 6.489
H -3.079 -3.945 6.743
H -0.550 -3.626 8.442
H -2.053 -4.453 8.942
H -1.942 -2.198 9.772
H -3.190 -2.370 8.707
H -0.600 -1.169 8.004
H -2.109 -0.267 8.321
H -1.846 -0.646 5.884
H -3.220 -1.588 6.498
N -2.354 2.208 -0.838
C -3.449 2.297 -1.167
C -4.820 2.395 -1.601
C -5.613 3.438 -1.126
C -6.935 3.526 -1.526
C -7.461 2.576 -2.393
C -6.662 1.546 -2.870
C -5.335 1.447 -2.481
H -5.186 4.168 -0.451
H -7.555 4.335 -1.162
H -8.498 2.641 -2.698
H -7.071 0.816 -3.556
H -4.677 0.675 -2.863
F -1.785 2.396 -9.516
C -1.306 2.716 -8.298
C -2.001 2.433 -7.191
N -1.569 2.779 -5.936
C -2.307 2.294 -4.770
C -2.430 0.752 -4.730
O -2.221 0.139 -5.793
O -2.745 0.282 -3.613
C -0.346 3.387 -5.750
O 0.104 3.700 -4.668
N 0.344 3.654 -6.922
C -0.024 3.384 -8.237
O 0.678 3.708 -9.173
H -2.950 1.924 -7.245
H -3.314 2.719 -4.779
H -1.786 2.638 -3.882
H 1.241 4.098 -6.794
O -0.213 0.801 5.866
C -0.159 0.659 4.613
O -1.092 0.481 3.816
C 1.253 0.719 4.024
C 2.277 1.287 4.782
C 3.572 1.348 4.305
C 3.840 0.805 3.061
C 2.853 0.236 2.279
C 1.550 0.208 2.763
N 5.226 0.840 2.557
O 5.446 0.372 1.461
O 6.077 1.341 3.273
H 2.023 1.673 5.760
H 4.374 1.796 4.874
H 3.100 -0.160 1.303
H 0.793 -0.230 2.118
```

Summary:
energy relative to the best compared isomer or geometry (same formula, charge and spin)	5.53	kcal per mole
gap between HOMO and LUMO	0.1931	Ha
total charge	-1
F_max	0.58	eV/Å


Entry 2:
The following is a quantum chemistry calculation of a structure of composition C34H51BaMnN7O4, from the Open Molecules 2025 dataset.

XYZ file:
```
98
Properties=species:S:1:pos:R:3
Ba -3.720 0.079 -2.240
Mn 2.175 -0.501 3.919
C 0.436 0.411 0.108
C -0.922 0.308 -0.321
C -2.011 -0.185 0.700
O -3.183 -0.287 0.317
C -1.601 -0.405 2.048
C -0.294 -0.282 2.410
C 0.757 0.150 1.418
O 1.993 0.166 1.776
O 0.015 -0.465 3.651
O -1.263 0.552 -1.499
H 1.195 0.599 -0.636
H -2.350 -0.686 2.772
C -5.207 0.035 5.379
C -4.543 0.790 4.245
C -5.113 0.393 2.872
C -6.549 0.640 2.696
N -7.663 0.867 2.541
H -4.898 0.400 6.359
H -4.986 -1.034 5.372
H -6.296 0.112 5.369
H -3.473 0.587 4.214
H -4.746 1.850 4.399
H -4.944 -0.657 2.621
H -4.630 0.974 2.082
C 2.023 1.479 -3.608
C 0.743 1.131 -4.362
C 0.526 -0.387 -4.447
C 1.694 -1.111 -4.991
N 2.608 -1.692 -5.368
H 2.202 2.539 -3.442
H 2.821 1.149 -4.278
H 2.065 0.909 -2.680
H 0.706 1.572 -5.359
H -0.142 1.548 -3.872
H -0.294 -0.669 -5.111
H 0.300 -0.794 -3.458
C -0.134 4.167 -1.743
C -0.825 5.013 -2.829
C -2.319 4.710 -3.012
C -2.586 3.385 -3.585
N -2.763 2.367 -4.092
H 0.079 3.156 -2.109
H -0.763 4.022 -0.864
H 0.835 4.610 -1.534
H -0.318 4.903 -3.787
H -0.669 6.039 -2.498
H -2.773 5.463 -3.658
H -2.835 4.799 -2.053
C 0.537 -4.752 -2.668
C 1.361 -3.558 -2.184
C 0.649 -2.768 -1.087
C 0.039 -3.544 -0.011
N -0.477 -4.134 0.828
H 1.212 -5.428 -3.199
H -0.273 -4.495 -3.354
H 0.132 -5.428 -1.912
H 1.561 -2.894 -3.018
H 2.285 -3.993 -1.804
H -0.214 -2.242 -1.526
H 1.313 -2.019 -0.652
C -4.478 -3.450 4.471
C -3.031 -2.963 4.634
C -2.025 -3.607 3.700
C -1.990 -5.076 3.801
N -1.977 -6.217 3.923
H -5.105 -3.133 5.303
H -4.468 -4.539 4.462
H -4.935 -3.030 3.574
H -2.684 -3.039 5.667
H -3.031 -1.875 4.488
H -1.023 -3.243 3.947
H -2.117 -3.352 2.643
C 3.973 4.137 -0.914
C 3.114 3.428 0.149
C 3.694 3.338 1.560
C 4.955 2.572 1.587
N 5.940 1.985 1.634
H 3.602 3.918 -1.917
H 5.045 3.945 -0.901
H 3.900 5.228 -0.869
H 2.873 2.446 -0.272
H 2.113 3.854 0.224
H 2.912 2.891 2.172
H 3.966 4.319 1.952
C 4.820 -1.135 -2.579
C 4.276 -0.590 -1.251
C 4.630 -1.438 -0.018
C 4.099 -2.804 -0.036
N 3.635 -3.854 -0.033
H 4.442 -2.132 -2.800
H 5.907 -1.174 -2.514
H 4.563 -0.438 -3.375
H 3.200 -0.378 -1.285
H 4.663 0.429 -1.150
H 4.352 -0.892 0.879
H 5.709 -1.598 -0.102
```

Summary:
multiplicity	6
gap between HOMO and LUMO (alpha / beta)	0.2231 / 0.2223	Ha
total charge	+2
F_max	3.06	eV/Å
<S²>	8.75


Entry 3:
The following is a quantum chemistry calculation of a structure of composition C12H17IN2Pd, from the Open Molecules 2025 dataset.

XYZ file:
```
33
Properties=species:S:1:pos:R:3
C -0.041 -1.003 -5.308
C -0.063 0.484 -5.618
H 0.978 -1.387 -5.284
H -0.605 -1.540 -6.080
H -0.488 -1.254 -4.340
H 0.279 1.108 -4.796
H 0.595 0.669 -6.477
H -1.066 0.819 -5.890
Pd -0.356 0.043 -0.595
C -1.414 1.153 -1.852
H -0.748 1.983 -2.138
H -2.225 1.538 -1.208
H -1.828 0.680 -2.749
I -1.076 -1.918 -2.045
N -0.466 1.612 0.942
C -0.141 1.205 2.301
C -0.226 2.011 3.418
C 0.172 1.497 4.672
C 0.654 0.197 4.780
C 0.743 -0.654 3.646
C 1.243 -1.974 3.673
C 1.269 -2.705 2.500
C 0.810 -2.130 1.301
N 0.399 -0.868 1.235
C 0.321 -0.118 2.387
H -1.381 2.056 0.882
H 0.191 2.298 0.572
H -0.591 3.039 3.321
H 0.098 2.129 5.556
H 0.972 -0.186 5.750
H 1.586 -2.383 4.616
H 1.642 -3.722 2.467
H 0.761 -2.677 0.363
```

Summary:
energy relative to the best compared isomer or geometry (same formula, charge and spin)	18.67	kcal per mole
multiplicity	5
gap between HOMO and LUMO (alpha / beta)	0.2325 / 0.1410	Ha
total charge	+2
F_max	4.11	eV/Å
<S²>	6.03


Entry 4:
The following is a quantum chemistry calculation of a structure of composition C34H57ErN3O2SeSi, from the Open Molecules 2025 dataset.

XYZ file:
```
99
Properties=species:S:1:pos:R:3
O -2.256 2.338 -0.007
O -3.618 1.158 -1.616
C -3.080 2.265 1.205
C -2.500 3.110 2.299
H -3.073 1.203 1.474
H -4.108 2.587 0.968
H -1.483 2.789 2.553
H -3.124 3.026 3.199
H -2.476 4.161 1.998
C -2.324 3.618 -0.710
C -3.703 4.192 -0.898
H -1.853 3.421 -1.676
H -1.674 4.304 -0.154
H -4.422 3.506 -1.370
H -3.634 5.063 -1.566
H -4.124 4.554 0.046
C -3.076 1.065 -2.988
C -4.745 0.342 -1.141
C -3.700 2.108 -3.864
H -3.282 0.048 -3.332
H -1.994 1.222 -2.881
H -4.789 2.002 -3.910
H -3.319 2.022 -4.887
H -3.464 3.120 -3.516
C -6.022 0.810 -1.775
H -4.775 0.474 -0.052
H -4.514 -0.704 -1.370
H -6.169 1.890 -1.657
H -6.880 0.326 -1.298
H -6.061 0.567 -2.841
H -2.893 1.537 -0.859
N 1.911 -0.536 1.892
C 2.580 -1.731 1.910
C 2.711 -2.577 0.790
C 2.436 -2.354 -0.572
C 3.184 -2.194 3.207
H 2.403 -2.454 3.942
H 3.833 -1.441 3.683
H 3.797 -3.099 3.030
C 2.612 -3.492 -1.542
H 3.429 -3.294 -2.258
H 1.699 -3.693 -2.134
H 2.868 -4.414 -0.993
N 2.097 -1.146 -1.094
C 1.926 0.288 3.122
C 0.834 0.234 3.997
C -0.282 -0.735 3.798
C 0.827 1.056 5.138
H -0.021 0.942 5.830
C 1.874 1.958 5.428
H 1.875 2.570 6.327
C 2.950 2.028 4.555
H 3.815 2.684 4.719
C 2.987 1.153 3.491
C 4.259 1.231 2.816
C 2.611 -0.750 -2.404
C 1.798 -0.744 -3.544
C 0.440 -1.374 -3.556
C 2.327 -0.240 -4.746
H 1.709 -0.319 -5.648
C 3.612 0.332 -4.791
H 4.017 0.713 -5.739
C 4.397 0.342 -3.638
H 5.395 0.809 -3.645
C 3.963 -0.345 -2.494
C 4.851 -0.423 -1.351
Er 1.272 0.449 0.095
H -1.234 -0.210 3.604
H -0.409 -1.342 4.715
H -0.112 -1.430 2.964
H 4.511 0.214 2.488
H 5.163 1.622 3.306
H 4.087 2.115 2.151
H -0.196 -0.863 -4.299
H -0.092 -1.351 -2.594
H 0.480 -2.435 -3.871
H 4.104 -0.214 -0.589
H 5.645 0.290 -1.525
H 5.226 -1.368 -1.019
H 3.058 -3.594 1.011
C -0.858 -0.839 0.212
Si -1.408 -2.565 0.346
H -0.907 -0.158 1.136
H -1.045 -0.245 -0.746
C -2.930 -2.605 1.441
C -0.211 -3.775 1.156
C -1.721 -3.249 -1.376
H -2.258 -2.518 -2.001
H -2.346 -4.153 -1.285
H -0.790 -3.536 -1.894
H -2.760 -1.995 2.344
H -3.126 -3.648 1.740
H -3.788 -2.189 0.889
H 0.294 -3.370 2.045
H 0.581 -4.111 0.468
H -0.789 -4.659 1.480
Se 6.192 1.409 0.343
C 4.508 1.677 0.295
N 3.272 1.540 0.069
```

Summary:
energy relative to the best compared isomer or geometry (same formula, charge and spin)	83.64	kcal per mole
multiplicity	4
gap between HOMO and LUMO (alpha / beta)	0.2423 / 0.2435	Ha
total charge	+1
F_max	7.14	eV/Å
<S²>	3.75


Entry 5:
The following is a quantum chemistry calculation of a cluster of 2 separate species, C4H6ClFNO4S in total, from the Open Molecules 2025 dataset.

XYZ file:
```
18
Properties=species:S:1:pos:R:3
C -1.158 0.772 0.716
C 1.558 0.214 2.557
C 1.209 1.009 1.328
C 0.055 -0.148 -1.518
N -0.192 1.229 1.211
O -1.098 -1.655 -3.638
O -2.286 0.609 0.451
O -2.489 -0.236 -2.253
O -1.511 -2.318 -1.337
F 0.336 0.685 -2.681
S -1.234 -1.233 -2.256
Cl 1.492 -1.215 -1.624
H 0.725 -0.494 2.741
H 2.478 -0.270 2.383
H 1.558 0.830 3.364
H 1.886 1.797 1.325
H 1.491 0.419 0.515
H -2.822 0.006 -1.285
```

Summary:
energy relative to the best compared isomer or geometry (same formula, charge and spin)	52.38	kcal per mole
gap between HOMO and LUMO	0.2903	Ha
total charge	-1
F_max	3.19	eV/Å